# 1
{"formula": "C21H19Cl4N3O6OsSi", "method": "ωB97M-V with the def2-TZVPD basis set", "homo_ev": [-7.97, -7.97], "multiplicity": 1, "gap_ha": [0.227, 0.227], "max_force_ev_per_a": 0.7, "total_energy_ev": -99278.915, "lumo_ha": [-0.066, -0.066], "symbols": ["Os", "C", "C", "N", "C", "C", "N", "C", "O", "O", "C", "O", "O", "H", "H", "H", "H", "H", "Cl", "C", "C", "Cl", "C", "Cl", "C", "O", "C", "O", "C", "Cl", "C", "Si", "C", "C", "N", "C", "C", "C", "C", "C", "C", "H", "H", "H", "H", "H", "H", "H", "H", "H", "H", "H", "H", "H", "H"], "positions_angstrom": [[-0.551, 0.600, 0.142], [2.508, 0.052, -2.059], [2.562, 0.528, -0.653], [1.527, 0.729, 0.142], [2.001, 1.179, 1.340], [3.356, 1.250, 1.287], [3.687, 0.832, 0.024], [4.430, 1.633, 2.241], [4.049, 2.065, 3.418], [5.578, 1.578, 1.871], [1.015, 1.417, 2.400], [1.363, 1.792, 3.512], [-0.203, 1.120, 2.058], [1.476, -0.171, -2.317], [3.107, -0.851, -2.187], [2.880, 0.816, -2.741], [4.641, 0.777, -0.302], [3.053, 2.071, 3.521], [-3.860, 6.232, -1.532], [-3.482, 4.658, -0.937], [-4.494, 3.802, -0.515], [-6.144, 4.301, -0.587], [-4.178, 2.530, -0.038], [-5.401, 1.427, 0.477], [-2.858, 2.113, 0.013], [-2.485, 0.907, 0.465], [-1.840, 2.978, -0.405], [-0.574, 2.539, -0.246], [-2.152, 4.240, -0.882], [-0.864, 5.265, -1.392], [-3.009, -2.570, -0.760], [-1.452, -1.763, -1.339], [-1.759, -0.063, -2.127], [-0.593, -2.748, -2.672], [-0.419, -1.317, 0.050], [0.438, -2.151, 0.801], [1.126, -3.218, 0.219], [1.986, -3.997, 0.977], [2.168, -3.734, 2.327], [1.472, -2.687, 2.917], [0.614, -1.904, 2.163], [-3.670, -2.799, -1.598], [-3.537, -1.905, -0.073], [-2.787, -3.502, -0.234], [-1.643, -0.138, -3.210], [-1.016, 0.748, -1.905], [-2.745, 0.329, -1.891], [-1.284, -2.785, -3.521], [-0.354, -3.780, -2.413], [0.318, -2.254, -3.017], [1.018, -3.418, -0.837], [2.518, -4.813, 0.504], [2.840, -4.344, 2.916], [1.590, -2.480, 3.973], [0.036, -1.119, 2.633]], "nbo_charge": [1.39, -0.66, 0.43, -0.45, 0.00, 0.03, -0.46, 0.77, -0.65, -0.59, 0.78, -0.62, -0.62, 0.24, 0.24, 0.25, 0.45, 0.52, 0.05, -0.10, -0.09, 0.05, -0.10, 0.04, 0.21, -0.66, 0.27, -0.68, -0.11, 0.04, -1.15, 1.80, -1.11, -1.14, -0.88, 0.20, -0.26, -0.20, -0.21, -0.18, -0.25, 0.25, 0.27, 0.25, 0.27, 0.24, 0.28, 0.25, 0.25, 0.24, 0.21, 0.22, 0.22, 0.22, 0.24]}

***

# 2
{"formula": "C4H6N2", "method": "ωB97M-V with the def2-TZVPD basis set", "homo_ev": -22.06, "multiplicity": 1, "charge": 2, "gap_ha": 0.396, "max_force_ev_per_a": 4.0, "total_energy_ev": -7201.441, "smiles": "C=[N+]=C1C[N+]1=C", "lumo_ha": -0.415, "symbols": ["C", "C", "C", "C", "N", "N", "H", "H", "H", "H", "H", "H"], "positions_angstrom": [[0.284, -0.405, 0.047], [2.717, 0.229, 0.037], [-1.873, 1.088, 0.041], [-0.865, -1.307, 0.033], [1.476, 0.024, -0.071], [-1.043, 0.126, -0.004], [3.309, 0.251, -0.845], [2.978, 0.612, 0.994], [-2.929, 0.945, -0.213], [-1.715, 2.236, 0.217], [-1.030, -1.772, -1.023], [-1.309, -2.027, 0.785]], "nbo_charge": [0.55, 0.22, 0.21, -0.24, -0.25, -0.30, 0.28, 0.28, 0.27, 0.30, 0.32, 0.35]}

***

# 3
{"formula": "C5H8N", "method": "ωB97M-V with the def2-TZVPD basis set", "homo_ev": -15.06, "multiplicity": 1, "charge": 1, "gap_ha": 0.354, "max_force_ev_per_a": 4.1, "total_energy_ev": -6794.893, "smiles": "C=C[N+](=C)C=C", "lumo_ha": -0.199, "symbols": ["C", "C", "C", "C", "C", "N", "H", "H", "H", "H", "H", "H", "H", "H"], "positions_angstrom": [[0.332, 2.106, 0.328], [-0.398, 1.402, -0.525], [-1.423, -0.778, -0.919], [0.888, -1.701, 1.160], [0.737, -0.814, 0.118], [-0.437, -0.046, -0.495], [0.448, 3.270, 0.260], [1.023, 1.632, 1.039], [-0.989, 1.860, -1.345], [-1.290, -1.843, -0.922], [-2.240, -0.203, -1.172], [0.085, -1.786, 1.901], [1.840, -2.195, 1.259], [1.423, -0.903, -0.687]], "nbo_charge": [-0.29, -0.10, 0.12, -0.30, -0.09, -0.26, 0.27, 0.23, 0.25, 0.24, 0.22, 0.23, 0.26, 0.22]}

***

# 4
{"formula": "C5H16N2O", "method": "ωB97M-V with the def2-TZVPD basis set", "homo_ev": -9.06, "multiplicity": 1, "gap_ha": 0.367, "max_force_ev_per_a": 3.9, "total_energy_ev": -10470.702, "smiles": "CNC[C@H](C)NC.O", "lumo_ha": 0.035, "symbols": ["C", "N", "C", "C", "C", "N", "C", "H", "H", "H", "H", "H", "H", "H", "H", "H", "H", "H", "H", "H", "H", "H", "H", "O"], "positions_angstrom": [[1.228, -1.089, -2.232], [1.190, -0.162, -1.132], [1.684, -1.567, 0.962], [0.661, -0.800, 0.133], [0.128, 0.401, 0.997], [-0.650, 1.305, 0.048], [-0.842, 2.616, 0.795], [0.534, -0.727, -3.045], [2.301, -1.143, -2.745], [0.838, -2.102, -2.140], [2.187, 0.189, -0.854], [2.456, -0.862, 1.224], [2.155, -2.375, 0.370], [1.086, -1.969, 1.780], [-0.302, -1.409, -0.102], [1.009, 0.971, 1.435], [-0.460, 0.070, 1.878], [0.065, 1.426, -0.675], [0.096, 2.894, 1.304], [-1.736, 2.527, 1.445], [-1.056, 3.438, 0.073], [-2.227, -0.638, -0.115], [-3.326, 0.224, 0.570], [-3.070, -0.735, 0.407]], "nbo_charge": [-0.43, -0.67, -0.63, -0.04, -0.24, -0.65, -0.43, 0.19, 0.19, 0.20, 0.36, 0.20, 0.21, 0.22, 0.19, 0.15, 0.21, 0.38, 0.17, 0.19, 0.20, 0.48, 0.47, -0.95]}

***

# 5
{"formula": "C3H5N3", "method": "ωB97M-V with the def2-TZVPD basis set", "homo_ev": -7.48, "multiplicity": 1, "gap_ha": 0.313, "max_force_ev_per_a": 3.7, "total_energy_ev": -7662.113, "smiles": "Nc1c[nH]cn1", "lumo_ha": 0.038, "symbols": ["C", "C", "C", "H", "H", "H", "H", "H", "N", "N", "N"], "positions_angstrom": [[0.677, 0.056, -0.033], [-0.192, 1.129, 0.042], [-1.274, -0.773, -0.010], [2.718, 0.762, -0.057], [2.433, -0.929, 0.316], [-0.036, 2.190, -0.029], [-2.346, 1.061, 0.078], [-2.074, -1.518, 0.087], [2.039, 0.016, -0.020], [-1.451, 0.546, -0.014], [-0.010, -1.139, -0.023]], "nbo_charge": [0.27, -0.22, 0.18, 0.40, 0.40, 0.21, 0.42, 0.20, -0.84, -0.52, -0.50]}

***

# 6
{"formula": "C12H18N", "method": "ωB97M-V with the def2-TZVPD basis set", "homo_ev": -13.29, "multiplicity": 1, "charge": 1, "gap_ha": 0.363, "max_force_ev_per_a": 5.7, "total_energy_ev": -14216.636, "lumo_ha": -0.126, "symbols": ["C", "C", "C", "C", "C", "C", "C", "C", "C", "C", "C", "C", "N", "H", "H", "H", "H", "H", "H", "H", "H", "H", "H", "H", "H", "H", "H", "H", "H", "H", "H"], "positions_angstrom": [[-3.072, -1.493, 0.183], [-2.013, -2.343, -0.163], [-2.757, -0.151, 0.230], [-0.724, -1.924, -0.160], [-0.528, -0.501, 0.077], [0.553, -2.732, -0.284], [1.675, -1.626, -0.581], [1.578, -0.227, 0.069], [1.783, -0.123, 1.605], [1.926, 0.947, -0.756], [-1.726, 2.567, -0.615], [-1.300, 1.705, 0.540], [-1.502, 0.310, 0.332], [-4.053, -1.889, 0.143], [-2.207, -3.370, -0.345], [-3.582, 0.595, 0.459], [0.683, -3.096, 0.721], [0.474, -3.602, -0.803], [2.697, -1.809, -0.286], [1.660, -1.607, -1.614], [1.087, 0.394, 2.294], [2.718, 0.315, 1.791], [1.793, -1.105, 1.912], [1.356, 1.738, -0.400], [1.772, 0.703, -1.793], [3.053, 1.090, -0.736], [-1.154, 2.462, -1.668], [-1.669, 3.539, -0.346], [-2.824, 2.353, -0.839], [-1.807, 2.198, 1.380], [-0.196, 1.834, 0.676]], "nbo_charge": [-0.21, -0.12, 0.05, -0.06, 0.28, -0.41, -0.46, 0.28, -0.68, -0.69, -0.60, -0.23, -0.35, 0.25, 0.23, 0.24, 0.23, 0.24, 0.24, 0.22, 0.24, 0.23, 0.22, 0.22, 0.23, 0.25, 0.22, 0.23, 0.22, 0.24, 0.22]}

***

# 7
{"formula": "C3H5Cl2P", "method": "ωB97M-V with the def2-TZVPD basis set", "homo_ev": [-8.50, -8.50], "multiplicity": 1, "gap_ha": [0.287, 0.287], "max_force_ev_per_a": 3.9, "total_energy_ev": -37523.456, "smiles": "[H]/P=C(/Cl)C=C.Cl", "lumo_ha": [-0.026, -0.026], "symbols": ["C", "C", "C", "P", "Cl", "Cl", "H", "H", "H", "H", "H"], "positions_angstrom": [[-1.322, 0.244, 1.031], [-0.492, -0.132, 0.048], [0.572, -1.117, 0.191], [1.482, -1.806, -1.157], [1.397, 2.071, -0.478], [0.998, -1.721, 1.690], [-1.947, 0.977, 0.696], [-1.408, -0.209, 1.992], [-0.482, 0.281, -0.916], [0.230, 2.446, -0.926], [0.971, -1.034, -2.172]], "nbo_charge": [-0.35, -0.25, -0.40, 0.39, -0.26, 0.06, 0.19, 0.22, 0.21, 0.27, -0.07]}

***

# 8
{"formula": "C12H17N", "method": "ωB97M-V with the def2-TZVPD basis set", "homo_ev": [-13.23, -13.32], "multiplicity": 2, "charge": 1, "gap_ha": [0.349, 0.225], "max_force_ev_per_a": 3.4, "total_energy_ev": -14201.747, "s2": 0.767, "lumo_ha": [-0.138, -0.264], "symbols": ["C", "C", "H", "H", "H", "H", "H", "H", "C", "C", "C", "C", "C", "C", "C", "C", "C", "C", "N", "H", "H", "H", "H", "H", "H", "H", "H", "H", "H", "H"], "positions_angstrom": [[1.568, 2.924, -1.536], [0.246, 3.548, -1.298], [1.372, 1.860, -1.637], [2.058, 3.231, -2.461], [2.321, 3.113, -0.741], [0.302, 4.538, -0.849], [-0.399, 3.690, -2.196], [-0.551, 3.035, -0.722], [-2.028, -1.959, -0.717], [-1.553, -1.683, -2.152], [-0.912, -2.184, 0.277], [-0.328, -3.306, 0.819], [-0.278, -0.981, 0.855], [0.703, -1.493, 1.711], [-0.522, 0.370, 0.708], [1.548, -0.682, 2.466], [0.339, 1.152, 1.512], [1.327, 0.707, 2.334], [0.610, -2.880, 1.742], [-2.625, -1.120, -0.352], [-2.698, -2.832, -0.655], [-2.409, -1.452, -2.786], [-0.291, -4.346, 0.508], [0.988, -3.425, 2.504], [-1.293, 0.881, 0.147], [2.217, -1.136, 3.194], [0.196, 2.212, 1.291], [1.959, 1.515, 2.714], [-0.942, -2.506, -2.516], [-0.924, -0.790, -2.167]], "nbo_charge": [-0.62, -0.62, 0.19, 0.23, 0.21, 0.22, 0.22, 0.18, -0.45, -0.59, 0.18, 0.02, -0.18, 0.17, -0.07, -0.15, -0.19, -0.17, -0.41, 0.23, 0.24, 0.24, 0.26, 0.45, 0.25, 0.24, 0.24, 0.26, 0.22, 0.21]}

***

# 9
{"formula": "C5H11NO", "method": "ωB97M-V with the def2-TZVPD basis set", "homo_ev": -9.43, "multiplicity": 1, "gap_ha": 0.367, "max_force_ev_per_a": 6.8, "total_energy_ev": -8897.994, "smiles": "CNC(C)=O.C=C", "lumo_ha": 0.020, "symbols": ["C", "C", "C", "C", "C", "H", "H", "H", "H", "H", "H", "H", "H", "H", "H", "H", "N", "O"], "positions_angstrom": [[0.672, 1.415, -0.729], [1.600, 0.545, -1.429], [3.094, -1.161, -0.876], [-5.164, -0.446, 3.306], [-4.263, -0.442, 2.407], [0.205, 1.144, 0.271], [-0.222, 1.655, -1.668], [1.164, 2.428, -0.654], [1.495, -0.203, 0.484], [3.246, -0.831, -1.894], [4.031, -0.833, -0.156], [2.982, -2.300, -0.575], [-5.199, 0.089, 4.242], [-6.088, -1.071, 3.257], [-3.363, 0.090, 2.678], [-4.366, -1.163, 1.480], [1.934, -0.419, -0.471], [2.118, 0.558, -2.530]], "nbo_charge": [-0.71, 0.65, -0.43, -0.38, -0.40, 0.23, 0.24, 0.25, 0.40, 0.26, 0.17, 0.20, 0.19, 0.18, 0.20, 0.21, -0.64, -0.62]}